{
  "formula": "C4H12NO2",
  "method": "ωB97M-V/def2-TZVPD",
  "charge": 1,
  "lumo_energy_ev": -3.47,
  "smiles": "C[C@H](O)[C@H]([NH3+])CO",
  "relative_energy_kj_mol": 321.31,
  "total_energy_ev": -9918.8997,
  "gap_ev": 10.87,
  "species": ["C", "C", "O", "C", "N", "C", "O", "H", "H", "H", "H", "H", "H", "H", "H", "H", "H", "H", "H"],
  "xyz": [[0.333416, 0.567007, 1.884770], [-0.639545, 0.810415, 0.768899], [-1.808299, 0.392952, 1.414906], [-0.276201, -0.131540, -0.472370], [-0.358531, -1.655850, -0.357881], [1.132705, 0.263564, -1.274515], [1.059455, -0.340927, -2.561515], [0.741701, 1.621123, 2.089348], [1.256386, -0.059250, 1.626677], [-0.177116, 0.162756, 2.816693], [-0.603694, 1.810219, 0.230053], [-2.482959, 1.074731, 1.505251], [-1.041028, 0.136959, -1.278274], [0.464039, -2.113657, -0.177288], [-0.839238, -2.036628, -1.199704], [-0.989403, -1.898924, 0.563550], [2.070748, -0.125062, -0.735709], [0.948462, 1.294440, -1.578518], [1.209094, 0.227664, -3.264375]],
  "forces_ev_per_angstrom": [[3.08, 1.73, 1.25], [1.20, -2.22, -0.97], [-1.84, 0.13, -1.11], [0.25, 1.71, -2.83], [-5.27, 1.33, 2.57], [-1.76, -1.01, -0.03], [-0.59, -3.22, 2.44], [-0.19, -1.66, 0.45], [-1.25, 0.76, 0.30], [0.81, 0.57, -1.38], [-0.41, -0.88, 1.25], [-0.02, 0.04, -0.30], [0.82, -0.66, 1.09], [2.96, -1.27, 0.17], [0.60, 0.16, 0.76], [1.43, 0.73, -2.80], [-1.32, 1.26, -0.60], [0.99, 0.59, 1.52], [0.53, 1.91, -1.76]]
}